{"formula": "C34H54N4P2Si2W", "method": "ωB97M-V/def2-TZVPD", "elements": ["W", "C", "C", "C", "C", "C", "C", "C", "C", "C", "H", "H", "H", "H", "H", "H", "H", "H", "H", "H", "H", "H", "H", "H", "H", "P", "P", "N", "N", "N", "N", "C", "C", "C", "C", "C", "C", "C", "C", "C", "C", "C", "C", "C", "C", "C", "C", "C", "C", "H", "H", "H", "H", "H", "H", "H", "H", "H", "H", "H", "H", "H", "H", "H", "H", "H", "H", "H", "H", "C", "Si", "C", "C", "C", "Si", "C", "C", "C", "H", "H", "H", "H", "H", "H", "H", "H", "H", "H", "H", "H", "H", "H", "H", "H", "H", "H", "H"], "xyz": [[1.00, -0.08, -0.51], [3.30, 0.82, 1.07], [2.47, 1.89, 1.31], [2.74, 3.13, 0.47], [2.68, 2.78, -1.03], [2.08, 1.41, -1.46], [2.82, 0.14, -1.37], [4.31, 0.20, -1.05], [4.61, 0.83, 0.30], [0.56, -1.16, -2.31], [3.19, -0.10, 1.65], [2.06, 2.17, 2.32], [3.76, 3.53, 0.68], [2.07, 3.98, 0.71], [2.12, 3.60, -1.53], [3.69, 2.73, -1.48], [1.84, 1.58, -2.50], [2.75, -0.43, -2.29], [4.87, 0.71, -1.84], [4.68, -0.83, -1.09], [5.36, 0.23, 0.83], [5.10, 1.81, 0.24], [0.36, -2.23, -2.15], [1.33, -1.13, -3.11], [-0.36, -0.76, -2.78], [-0.62, 1.40, -1.68], [0.42, 0.67, 1.90], [-0.16, 2.07, -3.41], [-2.30, 1.46, -2.10], [1.70, -0.21, 3.36], [-0.96, -0.03, 3.25], [-0.44, 2.61, -0.34], [-0.59, 2.08, 1.16], [0.48, 1.38, -4.46], [0.72, 2.25, -5.52], [0.17, 3.52, -5.14], [-0.36, 3.37, -3.86], [-2.86, 0.79, -3.21], [-4.02, 1.45, -3.59], [-4.18, 2.59, -2.73], [-3.14, 2.56, -1.82], [2.40, -1.41, 3.30], [3.40, -1.41, 4.27], [3.26, -0.19, 5.00], [2.22, 0.52, 4.41], [-0.80, -0.94, 4.30], [-2.03, -1.20, 4.93], [-3.00, -0.44, 4.24], [-2.32, 0.25, 3.22], [-1.13, 3.46, -0.53], [0.55, 3.05, -0.43], [-0.26, 2.90, 1.82], [-1.65, 1.86, 1.35], [0.70, 0.32, -4.38], [1.25, 2.00, -6.45], [0.17, 4.42, -5.74], [-0.89, 4.06, -3.24], [-2.41, -0.12, -3.58], [-4.69, 1.17, -4.39], [-4.95, 3.34, -2.75], [-2.94, 3.17, -0.96], [2.13, -2.19, 2.60], [4.11, -2.21, 4.44], [3.80, 0.10, 5.89], [1.77, 1.47, 4.69], [0.16, -1.32, 4.59], [-2.19, -1.84, 5.78], [-4.07, -0.39, 4.42], [-2.74, 0.98, 2.54], [-3.36, -2.91, 1.20], [-2.76, -1.72, -0.16], [-3.19, -2.53, -1.82], [-3.96, -0.30, 0.10], [-0.88, -1.19, 0.12], [0.05, -2.75, 0.41], [-0.69, -4.26, -0.50], [1.84, -2.60, -0.16], [0.00, -3.40, 2.16], [-4.45, -2.79, 1.23], [-2.99, -2.67, 2.20], [-3.17, -3.97, 1.01], [-4.22, -2.23, -2.05], [-2.54, -2.22, -2.65], [-3.17, -3.63, -1.73], [-4.14, -0.14, 1.17], [-3.64, 0.64, -0.35], [-4.93, -0.57, -0.36], [-1.05, -0.72, 1.12], [-0.94, -4.08, -1.55], [0.06, -5.06, -0.45], [-1.59, -4.60, 0.03], [2.42, -3.06, 0.65], [1.90, -3.18, -1.08], [2.36, -1.65, -0.36], [0.10, -2.62, 2.92], [-0.96, -3.92, 2.34], [0.81, -4.13, 2.30]], "homo_lumo_gap_ev": [4.66, 3.78], "spin_multiplicity": 3, "e_homo_ev": [-12.8, -12.8], "de_lowest_kj_mol": 577.5, "charge": 2}

=====

{"formula": "C40H38Cl2HgN3O3S2", "method": "ωB97M-V/def2-TZVPD", "elements": ["Hg", "C", "C", "C", "C", "C", "C", "C", "C", "C", "C", "H", "H", "H", "H", "H", "H", "H", "H", "H", "H", "H", "H", "H", "H", "C", "C", "N", "N", "C", "S", "S", "C", "C", "C", "C", "C", "C", "C", "C", "C", "C", "C", "C", "C", "O", "H", "H", "H", "H", "H", "H", "H", "H", "H", "H", "H", "H", "H", "H", "Cl", "C", "C", "C", "C", "C", "Cl", "C", "N", "C", "C", "C", "C", "C", "C", "C", "C", "O", "O", "H", "H", "H", "H", "H", "H", "H", "H", "H", "H"], "xyz": [[0.41, 0.45, -0.23], [2.35, -2.62, 4.07], [2.43, -3.46, 2.80], [3.77, -3.25, 2.09], [1.24, -3.23, 1.87], [0.00, -2.85, 2.39], [-1.13, -2.77, 1.59], [-1.07, -3.07, 0.23], [-2.32, -3.09, -0.61], [0.17, -3.38, -0.31], [1.31, -3.45, 0.50], [3.29, -2.69, 4.63], [1.55, -2.95, 4.73], [2.18, -1.57, 3.83], [2.38, -4.52, 3.10], [3.79, -2.28, 1.58], [3.97, -4.03, 1.35], [4.59, -3.27, 2.83], [-0.10, -2.60, 3.44], [-2.08, -2.46, 2.02], [-2.77, -4.09, -0.60], [-2.10, -2.82, -1.64], [-3.05, -2.38, -0.22], [0.26, -3.59, -1.37], [2.26, -3.70, 0.04], [-0.86, 1.80, 4.04], [-0.92, 1.23, 2.64], [0.22, 0.86, 2.00], [1.39, 0.96, 2.62], [2.51, 0.72, 1.95], [2.76, 0.22, 0.26], [3.98, 0.92, 2.93], [3.80, 2.68, 3.47], [3.89, 3.66, 2.35], [2.73, 4.11, 1.73], [2.80, 5.01, 0.66], [4.03, 5.46, 0.21], [5.20, 4.99, 0.82], [5.12, 4.10, 1.87], [-2.22, 1.15, 1.99], [-3.33, 1.73, 2.67], [-4.61, 1.82, 2.13], [-4.85, 1.31, 0.86], [-3.81, 0.68, 0.17], [-2.51, 0.55, 0.69], [-1.65, -0.18, -0.01], [0.16, 1.72, 4.41], [-1.53, 1.25, 4.72], [-1.16, 2.85, 4.06], [4.61, 2.81, 4.20], [2.84, 2.70, 3.97], [1.76, 3.75, 2.07], [1.88, 5.34, 0.19], [4.09, 6.15, -0.62], [6.16, 5.32, 0.45], [6.03, 3.73, 2.34], [-3.17, 2.16, 3.65], [-5.41, 2.29, 2.70], [-5.84, 1.39, 0.41], [-3.97, 0.27, -0.82], [-2.20, 1.88, -6.76], [-1.35, 0.57, -5.97], [-2.10, -0.51, -5.55], [-1.47, -1.56, -4.91], [-0.10, -1.52, -4.73], [0.64, -0.44, -5.16], [2.35, -0.55, -4.90], [0.04, 0.67, -5.78], [0.70, 1.82, -6.27], [1.77, 2.49, -5.57], [3.03, 2.51, -6.16], [4.10, 3.10, -5.52], [3.91, 3.70, -4.27], [2.64, 3.73, -3.71], [1.55, 3.14, -4.35], [0.21, 3.17, -3.66], [0.24, 2.23, -2.44], [0.21, 2.73, -1.28], [0.32, 1.00, -2.71], [-3.17, -0.51, -5.71], [-2.04, -2.40, -4.55], [0.42, -2.32, -4.22], [0.01, 2.48, -6.59], [3.16, 2.00, -7.11], [5.09, 3.08, -5.97], [4.75, 4.13, -3.73], [2.49, 4.18, -2.74], [-0.59, 2.83, -4.33], [-0.02, 4.17, -3.31]], "homo_lumo_gap_ev": [3.01, 5.23], "spin_multiplicity": 2, "e_homo_ev": [1.0, -1.3], "de_lowest_kj_mol": 2.6, "charge": -2}

=====

{"formula": "C26H35Cl2F6N3Ni2O6", "method": "ωB97M-V/def2-TZVPD", "elements": ["Ni", "Ni", "C", "O", "O", "C", "F", "F", "F", "C", "C", "H", "H", "H", "H", "H", "H", "C", "O", "O", "C", "F", "F", "F", "C", "C", "H", "H", "H", "H", "H", "H", "O", "H", "C", "C", "O", "H", "H", "H", "H", "H", "N", "C", "C", "C", "C", "C", "H", "H", "H", "H", "H", "N", "C", "C", "C", "C", "C", "H", "H", "H", "H", "H", "N", "C", "C", "C", "C", "C", "H", "H", "H", "H", "H", "C", "Cl", "Cl", "H", "H"], "xyz": [[-3.07, 0.15, 0.63], [-2.61, 0.42, -2.70], [-1.20, 0.21, 3.41], [-1.61, -0.83, 4.23], [-2.21, 0.51, 2.51], [-0.52, 1.40, 4.21], [-0.22, 2.38, 3.38], [-1.38, 1.96, 5.04], [0.58, 1.04, 4.89], [-0.63, -1.76, 4.62], [-1.17, -2.89, 5.63], [-2.15, -3.10, 5.20], [-0.56, -3.80, 5.65], [-1.36, -2.47, 6.61], [0.22, -1.34, 5.16], [-0.17, -2.27, 3.77], [-0.35, -0.15, 2.84], [-2.17, -2.58, -4.27], [-3.31, -2.99, -3.56], [-2.09, -1.17, -4.03], [-1.02, -3.59, -3.93], [-1.40, -4.83, -3.76], [-0.15, -3.73, -4.99], [-0.18, -3.32, -2.89], [-4.18, -3.94, -4.20], [-5.45, -4.17, -3.42], [-6.26, -4.34, -4.13], [-5.27, -4.96, -2.69], [-5.93, -3.37, -2.84], [-3.73, -4.91, -4.39], [-4.49, -3.43, -5.11], [-2.46, -2.70, -5.32], [-4.04, 0.14, -1.28], [-4.97, 0.01, -1.55], [0.78, -0.91, -0.36], [0.01, 0.44, -0.56], [-1.34, 0.25, -0.90], [1.25, -1.37, -1.23], [0.09, -1.67, 0.00], [1.54, -0.75, 0.41], [0.54, 1.09, -1.26], [-0.16, 1.02, 0.34], [4.63, 2.03, -0.88], [5.38, 2.62, -1.85], [5.02, 2.41, -3.24], [3.93, 1.65, -3.48], [3.04, 1.20, -2.55], [3.48, 1.33, -1.16], [6.17, 3.30, -1.56], [5.69, 2.79, -4.00], [3.66, 1.57, -4.53], [2.17, 0.63, -2.83], [2.87, 0.99, -0.34], [5.07, 2.55, 3.64], [5.23, 2.05, 4.90], [4.72, 0.84, 5.26], [3.92, 0.08, 4.38], [3.70, 0.57, 3.12], [4.35, 1.81, 2.76], [5.87, 2.60, 5.57], [4.85, 0.46, 6.26], [3.51, -0.80, 4.86], [3.17, -0.03, 2.39], [4.18, 2.24, 1.79], [-3.30, 2.46, 0.47], [-4.44, 3.08, 0.12], [-4.57, 4.39, -0.31], [-3.44, 5.22, -0.27], [-2.20, 4.60, 0.16], [-2.20, 3.26, 0.50], [-5.33, 2.46, 0.21], [-5.55, 4.81, -0.48], [-3.62, 6.26, -0.48], [-1.33, 5.23, 0.28], [-1.29, 2.86, 0.93], [3.00, -2.38, -3.73], [4.71, -2.12, -3.26], [2.48, -1.11, -4.90], [2.78, -3.38, -4.10], [2.49, -2.19, -2.79]], "homo_lumo_gap_ev": [7.81, 7.59], "spin_multiplicity": 5, "e_homo_ev": [-9.1, -9.1]}

=====

{"formula": "C4H13NS", "method": "ωB97M-V/def2-TZVPD", "elements": ["C", "C", "S", "H", "H", "H", "H", "H", "C", "C", "N", "H", "H", "H", "H", "H", "H", "H", "H"], "xyz": [[-0.71, 1.55, 3.15], [-0.04, 2.77, 2.53], [0.60, 2.55, 0.87], [0.01, 0.74, 3.22], [-1.52, 1.21, 2.51], [-1.13, 1.81, 4.13], [0.80, 3.06, 3.15], [-0.70, 3.65, 2.63], [0.42, -2.09, -3.38], [0.72, -2.01, -1.88], [-0.49, -1.78, -1.13], [-0.61, -2.36, -3.53], [0.63, -1.15, -3.88], [1.06, -2.80, -3.90], [1.18, -2.94, -1.54], [1.47, -1.23, -1.67], [-0.34, 1.69, 0.34], [-0.99, -0.97, -1.50], [-0.35, -1.69, -0.14]], "homo_lumo_gap_ev": [2.59, 8.92], "spin_multiplicity": 2, "e_homo_ev": [1.1, -5.2], "de_lowest_kj_mol": 18.2, "charge": -1}

=====

{"formula": "C6H14N2O2", "method": "ωB97M-V/def2-TZVPD", "elements": ["C", "N", "C", "C", "O", "H", "H", "H", "H", "H", "H", "H", "C", "N", "C", "C", "O", "H", "H", "H", "H", "H", "H", "H"], "xyz": [[-1.67, 0.70, -1.18], [-1.05, -0.62, -0.94], [-0.95, -1.70, -1.78], [0.24, -2.54, -1.56], [-1.74, -1.94, -2.67], [-2.37, 0.88, -0.34], [-0.90, 1.49, -1.19], [-2.20, 0.68, -2.10], [-0.54, -0.71, -0.07], [0.16, -3.32, -0.83], [0.63, -2.88, -2.60], [1.00, -1.85, -1.14], [1.70, -0.60, 1.88], [1.25, 0.43, 0.92], [0.10, 1.17, 1.27], [-0.12, 2.53, 0.75], [-0.49, 0.84, 2.29], [2.23, -1.40, 1.42], [2.41, -0.16, 2.62], [0.89, -0.74, 2.57], [1.95, 1.10, 0.58], [-1.15, 2.83, 1.00], [0.37, 3.35, 1.39], [0.24, 2.48, -0.29]], "smiles": "CNC(C)=O.CNC(C)=O", "homo_lumo_gap_ev": 9.80, "e_homo_ev": -9.2, "de_lowest_kj_mol": 212.8}

=====

{"formula": "C10H18Cl3O5P", "method": "ωB97M-V/def2-TZVPD", "elements": ["C", "C", "O", "P", "O", "O", "C", "C", "O", "C", "C", "C", "O", "C", "C", "Cl", "C", "Cl", "Cl", "H", "H", "H", "H", "H", "H", "H", "H", "H", "H", "H", "H", "H", "H", "H", "H", "H", "H"], "xyz": [[0.28, -1.91, 4.79], [-0.44, -1.06, 3.73], [0.46, -0.82, 2.64], [-0.35, -0.37, 1.29], [-0.57, -1.54, 0.44], [-1.81, 0.31, 1.70], [-2.64, 0.69, 0.57], [-3.01, 2.14, 0.72], [0.47, 0.73, 0.39], [1.78, 0.34, 0.02], [1.89, 0.67, -1.42], [1.40, -0.15, -2.41], [1.50, 0.20, -3.71], [0.84, -0.72, -4.63], [-0.65, -0.37, -4.78], [-1.38, -1.46, -6.02], [2.80, 1.10, 0.89], [4.47, 0.86, 0.25], [2.47, 2.84, 0.92], [-0.36, -1.89, 5.74], [0.46, -2.93, 4.49], [1.22, -1.45, 5.03], [-0.75, -0.12, 4.15], [-1.34, -1.60, 3.42], [-2.11, 0.54, -0.38], [-3.57, 0.12, 0.57], [-3.68, 2.41, -0.08], [-3.50, 2.37, 1.65], [-2.14, 2.79, 0.67], [1.96, -0.75, 0.10], [2.36, 1.60, -1.74], [0.87, -1.07, -2.05], [0.93, -1.74, -4.24], [1.34, -0.61, -5.63], [-0.79, 0.67, -5.15], [-1.15, -0.52, -3.83], [2.72, 0.68, 1.89]], "smiles": "CCOP(=O)(OCC)O[C@@H](/C=C/OCCCl)C(Cl)Cl", "homo_lumo_gap_ev": 9.59, "e_homo_ev": -8.9, "de_lowest_kj_mol": 4.8}

=====

{"formula": "C3H4N2O3", "method": "ωB97M-V/def2-TZVPD", "elements": ["C", "C", "N", "O", "C", "O", "N", "O", "H", "H", "H", "H"], "xyz": [[-1.97, 0.07, 0.15], [-0.60, 0.25, 0.10], [-0.07, 1.30, -0.23], [1.39, 1.34, -0.05], [2.19, 0.14, -0.01], [3.32, 0.08, 0.27], [1.24, -0.85, -0.46], [0.06, -0.94, 0.08], [-2.38, -0.82, -0.36], [-2.41, 0.01, 1.14], [-2.38, 1.05, -0.48], [1.61, -1.64, -0.15]], "smiles": "CC1=NOC(=O)NO1", "homo_lumo_gap_ev": 10.41, "e_homo_ev": -9.9, "de_lowest_kj_mol": 528.2}

=====

{"formula": "C3H4ClF", "method": "ωB97M-V/def2-TZVPD", "elements": ["F", "C", "C", "C", "Cl", "H", "H", "H", "H"], "xyz": [[-1.42, -1.56, -0.19], [-0.51, -0.75, 0.50], [-0.08, 0.58, 0.03], [0.86, -0.40, -0.56], [2.44, -0.53, 0.06], [-0.39, -1.00, 1.63], [-0.76, 1.23, -0.57], [0.36, 1.24, 0.90], [0.40, -0.76, -1.53]], "smiles": "F[C@@H]1C[C@H]1Cl", "homo_lumo_gap_ev": 10.12, "e_homo_ev": -9.0, "de_lowest_kj_mol": 171.2}